[1]
{"formula": "CH3N5", "method": "ωB97M-V/def2-TZVPD", "e_lumo_ha": 0.0197, "total_charge": 0, "e_above_lowest_kcal_mol": 35.8, "e_homo_ev": -10.158, "smiles": "Nc1nnn[nH]1", "species": ["N", "C", "N", "N", "N", "N", "H", "H", "H"], "positions_angstrom": [[0.64, 0.04, -1.34], [0.28, 0.06, -0.01], [0.49, 1.00, 0.78], [-0.45, 0.86, 1.76], [-1.21, -0.09, 1.48], [-0.75, -0.58, 0.32], [0.93, -0.84, -1.36], [1.17, 0.92, -1.51], [-1.10, -1.37, -0.13]], "nbo_charge": [-0.81, 0.45, -0.35, -0.05, -0.06, -0.37, 0.37, 0.42, 0.41]}

[2]
{"formula": "C21H35NOP2Ru", "method": "ωB97M-V/def2-TZVPD", "spin_multiplicity": 5, "e_lumo_ha": [0.0252, -0.0296], "total_charge": 0, "e_homo_ev": [-4.732, -6.692], "species": ["Ru", "P", "P", "N", "H", "C", "H", "H", "H", "C", "H", "H", "H", "C", "H", "H", "H", "C", "H", "H", "H", "C", "H", "H", "H", "C", "H", "H", "H", "C", "C", "C", "C", "C", "C", "H", "H", "H", "H", "H", "C", "O", "C", "H", "H", "H", "C", "H", "H", "H", "C", "C", "C", "C", "C", "C", "H", "H", "H", "H", "H"], "positions_angstrom": [[0.04, 0.16, 0.27], [-2.23, 0.85, -0.05], [2.39, -0.48, 0.12], [-0.53, -1.59, 0.24], [-0.20, 1.55, -0.13], [-2.91, 0.78, -1.76], [-3.90, 1.26, -1.81], [-3.03, -0.26, -2.07], [-2.24, 1.30, -2.45], [-2.81, 2.46, 0.60], [-3.89, 2.59, 0.43], [-2.25, 3.26, 0.11], [-2.62, 2.48, 1.68], [-3.39, -0.29, 0.83], [-4.38, 0.18, 0.99], [-2.98, -0.55, 1.81], [-3.55, -1.21, 0.25], [3.35, -0.93, -1.34], [4.25, -1.49, -1.08], [3.64, -0.05, -1.91], [2.73, -1.56, -1.97], [3.44, 0.61, 1.13], [4.43, 0.15, 1.24], [3.00, 0.76, 2.12], [3.55, 1.58, 0.63], [2.48, -2.06, 1.09], [3.52, -2.42, 1.07], [1.83, -2.82, 0.62], [2.16, -1.90, 2.13], [-0.97, -2.84, 0.34], [-1.62, -4.95, -0.69], [-1.19, -3.64, -0.82], [-1.25, -3.42, 1.62], [-1.65, -4.74, 1.72], [-1.86, -5.52, 0.58], [-1.79, -5.55, -1.58], [-0.99, -3.16, -1.78], [-1.13, -2.77, 2.49], [-1.82, -5.18, 2.70], [-2.20, -6.56, 0.66], [1.20, 2.34, -1.94], [1.38, 1.09, -2.06], [0.01, 3.04, -2.60], [-0.10, 4.05, -2.19], [-0.97, 2.57, -2.43], [0.33, 3.00, -3.64], [1.93, 3.06, -0.81], [3.00, 2.98, -1.02], [1.81, 2.81, 0.27], [1.63, 4.09, -0.93], [0.52, 1.54, 4.80], [0.31, 2.52, 3.83], [0.07, 2.20, 2.49], [0.06, 0.83, 2.18], [0.22, -0.18, 3.12], [0.47, 0.19, 4.44], [0.73, 1.80, 5.83], [0.38, 3.57, 4.12], [-0.09, 2.97, 1.74], [0.18, -1.22, 2.81], [0.65, -0.61, 5.15]], "nbo_charge": [0.50, 1.09, 0.99, -0.54, -0.13, -0.95, 0.22, 0.25, 0.23, -0.96, 0.23, 0.23, 0.26, -0.95, 0.22, 0.25, 0.25, -0.95, 0.22, 0.25, 0.25, -0.96, 0.22, 0.26, 0.23, -0.94, 0.22, 0.25, 0.24, 0.07, -0.23, -0.18, -0.23, -0.20, -0.24, 0.21, 0.21, 0.21, 0.21, 0.21, 0.61, -0.58, -0.72, 0.22, 0.24, 0.25, -0.74, 0.23, 0.28, 0.21, -0.25, -0.23, -0.21, -0.33, -0.28, -0.20, 0.21, 0.20, 0.19, 0.21, 0.20]}

[3]
{"formula": "C53H49Cl2F4GeN5S3Y", "method": "ωB97M-V/def2-TZVPD", "e_lumo_ha": 0.0802, "total_charge": -1, "e_above_lowest_kcal_mol": 42.9, "e_homo_ev": -2.154, "species": ["Y", "N", "S", "N", "S", "N", "S", "N", "C", "C", "C", "C", "C", "C", "C", "C", "C", "C", "C", "C", "C", "C", "C", "C", "C", "C", "C", "C", "C", "C", "C", "C", "C", "C", "C", "C", "C", "C", "C", "C", "C", "C", "C", "C", "H", "H", "H", "H", "H", "H", "H", "H", "H", "H", "H", "H", "H", "H", "H", "H", "H", "H", "H", "H", "H", "H", "H", "H", "H", "H", "H", "H", "H", "H", "Cl", "C", "Cl", "H", "H", "F", "C", "C", "C", "C", "C", "F", "C", "C", "C", "C", "C", "C", "N", "H", "H", "H", "H", "H", "H", "F", "C", "F", "H", "C", "Ge", "C", "C", "C", "H", "H", "H", "H", "H", "H", "H", "H", "H", "H"], "positions_angstrom": [[-1.97, 0.43, 0.42], [-0.52, -1.09, 1.03], [0.84, -1.65, 1.12], [1.89, -1.61, -0.10], [2.96, -0.43, -0.40], [2.46, 1.11, -0.43], [1.10, 1.59, -1.08], [-0.16, 1.49, -0.36], [1.06, 0.90, -2.79], [0.33, -0.26, -2.85], [0.42, -1.08, -3.95], [1.23, -0.74, -5.03], [1.91, 0.48, -5.00], [1.82, 1.29, -3.87], [1.50, 3.30, -1.39], [2.44, 3.95, -0.62], [2.60, 5.32, -0.73], [1.81, 6.00, -1.62], [0.86, 5.36, -2.41], [0.69, 3.99, -2.28], [3.37, -0.83, -2.12], [3.32, -2.14, -2.62], [4.26, -2.52, -3.54], [5.22, -1.65, -4.03], [5.21, -0.33, -3.60], [4.32, 0.09, -2.64], [4.05, -0.48, 1.04], [4.60, -1.77, 1.28], [5.86, -1.91, 1.80], [6.69, -0.83, 2.08], [6.08, 0.42, 1.98], [4.80, 0.62, 1.50], [1.66, -1.19, 2.62], [1.67, 0.18, 2.83], [2.48, 0.72, 3.80], [3.32, -0.11, 4.56], [3.31, -1.47, 4.35], [2.47, -2.02, 3.38], [0.63, -3.43, 1.27], [0.64, -4.18, 0.10], [0.18, -5.49, 0.12], [-0.24, -6.05, 1.34], [-0.23, -5.28, 2.49], [0.17, -3.95, 2.46], [-0.29, -0.54, -2.01], [-0.15, -2.00, -3.92], [1.31, -1.43, -5.86], [2.63, 0.73, -5.79], [2.42, 2.18, -3.83], [3.03, 3.36, 0.07], [3.30, 5.83, -0.08], [1.94, 7.06, -1.73], [0.22, 5.92, -3.10], [-0.05, 3.47, -2.88], [2.57, -2.81, -2.29], [4.20, -3.53, -3.93], [6.00, -1.99, -4.73], [5.90, 0.43, -4.00], [4.33, 1.11, -2.26], [4.03, -2.64, 1.00], [6.23, -2.92, 1.95], [7.69, -0.94, 2.47], [6.65, 1.29, 2.31], [4.38, 1.62, 1.45], [1.08, 0.80, 2.18], [2.53, 1.79, 3.96], [4.01, 0.34, 5.27], [3.99, -2.08, 4.92], [2.54, -3.08, 3.19], [0.94, -3.70, -0.84], [0.14, -6.06, -0.79], [-0.62, -7.04, 1.36], [-0.44, -5.70, 3.46], [0.12, -3.33, 3.34], [-1.27, 1.68, 3.33], [-0.57, 3.28, 2.84], [-1.39, 3.88, 1.41], [0.48, 3.13, 2.63], [-0.78, 3.94, 3.68], [-5.45, 4.42, 3.34], [-5.12, 3.10, 3.13], [-4.45, 2.69, 1.98], [-4.08, 1.35, 1.75], [-4.47, 0.45, 2.77], [-5.12, 0.90, 3.93], [-5.44, 0.06, 4.97], [-5.48, 2.22, 4.11], [-4.23, -1.00, 2.53], [-4.92, -2.02, 3.21], [-4.67, -3.34, 2.89], [-3.70, -3.65, 1.95], [-3.01, -2.60, 1.38], [-3.28, -1.30, 1.65], [-4.23, 3.46, 1.26], [-5.99, 2.56, 5.00], [-5.69, -1.77, 3.90], [-5.23, -4.12, 3.37], [-3.49, -4.66, 1.62], [-2.20, -2.74, 0.68], [-3.90, -1.53, -3.37], [-3.17, -1.19, -2.20], [-3.83, -1.91, -1.19], [-2.20, -1.69, -2.37], [-6.08, 1.00, -1.34], [-4.50, 1.45, -2.34], [-5.05, 1.35, -4.20], [-3.90, 3.27, -1.99], [-3.04, 0.26, -1.87], [-6.97, 1.52, -1.69], [-5.92, 1.16, -0.27], [-6.28, -0.07, -1.48], [-5.86, 2.08, -4.34], [-5.45, 0.36, -4.37], [-4.27, 1.57, -4.94], [-4.72, 4.01, -2.08], [-3.17, 3.56, -2.76], [-3.44, 3.35, -1.00], [-2.24, 0.65, -2.53]], "mulliken_charge": [-1.09, 0.41, 1.19, 0.07, 0.91, 0.07, 0.66, 0.20, 0.11, 0.72, -0.54, -0.95, -0.74, 0.01, -0.09, -0.16, -0.83, -0.51, -0.79, -0.57, 1.52, -0.46, -0.63, -0.87, -0.65, -1.31, 1.62, -1.46, -0.68, -0.93, -0.58, -0.41, -0.02, 0.84, -0.55, -0.76, -0.81, -0.29, -0.03, -0.52, -0.78, -0.59, -1.04, -0.01, -0.63, 0.46, 0.38, 0.35, 0.51, 0.44, 0.44, 0.41, 0.40, 0.54, 0.31, 0.41, 0.31, 0.37, 0.36, 0.41, 0.42, 0.35, 0.37, 0.18, -0.50, 0.39, 0.37, 0.37, 0.39, 0.21, 0.49, 0.41, 0.40, 0.57, 0.03, -0.23, -0.08, 0.06, 0.54, -0.38, 0.27, -0.50, -0.16, 0.47, 0.50, -0.40, -0.78, 0.82, -1.05, -0.54, -1.27, -0.21, 0.54, 0.42, 0.48, 0.54, 0.43, 0.50, 0.64, -0.40, 0.72, -0.31, -0.37, -1.10, 0.39, -1.32, -0.90, 0.63, 0.43, 0.21, 0.35, 0.40, 0.37, 0.35, 0.41, 0.29, 0.03, -0.37]}

[4]
{"formula": "C5H15NO", "method": "ωB97M-V/def2-TZVPD", "spin_multiplicity": 2, "e_lumo_ha": [0.1406, 0.1352], "total_charge": -1, "e_above_lowest_kcal_mol": 59.1, "e_homo_ev": [1.269, -5.212], "species": ["C", "N", "C", "C", "C", "C", "H", "H", "H", "H", "H", "H", "H", "H", "H", "H", "H", "H", "H", "H", "H", "O"], "positions_angstrom": [[1.30, -2.31, 0.51], [1.51, -0.93, -0.03], [0.36, -0.60, -0.88], [0.25, 0.97, -0.82], [-0.36, 1.44, 0.44], [-0.57, 1.29, -2.16], [0.35, -2.79, 0.39], [2.27, -2.80, 0.13], [1.43, -2.40, 1.61], [2.43, -0.75, -0.53], [0.40, -0.98, -1.90], [-0.54, -1.13, -0.49], [1.20, 1.59, -1.01], [-0.99, 0.65, 1.00], [0.41, 1.76, 1.21], [-0.95, 2.39, 0.20], [-1.60, 1.47, -1.82], [-0.16, 2.13, -2.83], [-0.56, 0.29, -2.72], [-2.14, -0.08, 3.95], [-1.74, 0.28, 2.55], [-2.29, 0.51, 3.20]], "nbo_charge": [-0.70, -0.65, -0.29, -0.24, -0.68, -0.63, 0.19, 0.16, 0.17, 0.35, 0.15, 0.20, 0.19, 0.18, 0.22, 0.19, 0.20, 0.19, 0.19, 0.34, 0.43, -1.17]}

[5]
{"formula": "C4H10N2O2", "method": "ωB97M-V/def2-TZVPD", "e_lumo_ha": 0.0140, "total_charge": 0, "e_above_lowest_kcal_mol": 16.0, "e_homo_ev": -9.878, "smiles": "CC(N)=O.CC(N)=O", "species": ["C", "C", "N", "O", "H", "H", "H", "H", "H", "C", "C", "N", "O", "H", "H", "H", "H", "H"], "positions_angstrom": [[-2.45, -0.66, 1.66], [-2.92, 0.53, 0.88], [-3.07, 0.33, -0.46], [-3.04, 1.63, 1.37], [-3.19, -1.44, 1.70], [-2.42, -0.45, 2.73], [-1.51, -1.05, 1.27], [-3.44, 1.07, -1.04], [-3.14, -0.58, -0.90], [3.60, -0.11, 0.32], [2.89, -0.40, -0.98], [1.57, -0.74, -0.86], [3.41, -0.27, -2.06], [4.66, 0.09, 0.19], [3.38, -0.94, 0.98], [3.08, 0.68, 0.87], [1.07, -0.77, -1.73], [1.03, -0.70, -0.02]], "nbo_charge": [-0.72, 0.66, -0.83, -0.60, 0.23, 0.25, 0.22, 0.40, 0.39, -0.72, 0.67, -0.84, -0.61, 0.25, 0.22, 0.23, 0.40, 0.39]}

[6]
{"formula": "C14H13ClF5MnO2Si", "method": "ωB97M-V/def2-TZVPD", "spin_multiplicity": 5, "e_lumo_ha": [-0.0528, -0.0419], "total_charge": 0, "e_above_lowest_kcal_mol": 4.9, "e_homo_ev": [-8.856, -8.907], "species": ["Mn", "Cl", "C", "C", "C", "C", "O", "C", "C", "O", "C", "H", "H", "H", "H", "F", "C", "F", "C", "F", "F", "F", "C", "Si", "C", "C", "C", "C", "H", "H", "H", "H", "H", "H", "H", "H", "H"], "positions_angstrom": [[0.03, 0.20, 0.08], [-2.56, -4.54, 4.99], [-1.80, -3.29, 4.05], [-1.01, -2.33, 4.70], [-0.39, -1.34, 3.99], [-0.54, -1.23, 2.59], [0.05, -0.27, 1.97], [-1.35, -2.22, 1.95], [-1.58, -2.23, 0.54], [-1.13, -1.42, -0.30], [-1.97, -3.24, 2.70], [-0.88, -2.39, 5.78], [0.22, -0.60, 4.50], [-2.21, -3.04, 0.16], [-2.59, -3.98, 2.20], [-0.08, 1.71, -2.52], [-0.57, 1.62, -1.28], [-0.24, 2.75, -0.57], [-2.10, 1.58, -1.28], [-2.69, 2.75, -1.48], [-2.44, 1.16, -0.02], [-2.59, 0.71, -2.16], [5.20, 1.86, -2.19], [4.74, 0.13, -1.64], [4.77, -1.07, -3.08], [5.87, -0.46, -0.27], [3.01, 0.18, -0.99], [1.86, 0.20, -0.57], [6.22, 1.89, -2.58], [5.14, 2.56, -1.35], [4.52, 2.21, -2.97], [5.76, -1.14, -3.52], [4.07, -0.74, -3.86], [4.46, -2.07, -2.76], [6.91, -0.49, -0.60], [5.59, -1.45, 0.08], [5.81, 0.22, 0.59]], "nbo_charge": [1.49, 0.01, -0.09, -0.15, -0.27, 0.42, -0.78, -0.25, 0.45, -0.69, -0.17, 0.23, 0.24, 0.15, 0.23, -0.31, 0.36, -0.34, 0.89, -0.30, -0.34, -0.30, -1.10, 1.58, -1.10, -1.10, -0.47, -0.47, 0.23, 0.24, 0.24, 0.23, 0.24, 0.24, 0.23, 0.24, 0.24]}

[7]
{"formula": "C32H84N4O12", "method": "ωB97M-V/def2-TZVPD", "e_lumo_ha": 0.0173, "total_charge": 0, "e_above_lowest_kcal_mol": 38.0, "e_homo_ev": -8.307, "smiles": "COCCNCCOC.COCCNCCOC.COCCNCCOC.COCCNCCOC.CCO.CCO.CCO.CCO", "species": ["C", "O", "C", "C", "N", "C", "C", "O", "C", "H", "H", "H", "H", "H", "H", "H", "H", "H", "H", "H", "H", "H", "H", "H", "C", "O", "C", "C", "N", "C", "C", "O", "C", "H", "H", "H", "H", "H", "H", "H", "H", "H", "H", "H", "H", "H", "H", "H", "C", "O", "C", "C", "N", "C", "C", "O", "C", "H", "H", "H", "H", "H", "H", "H", "H", "H", "H", "H", "H", "H", "H", "H", "C", "O", "C", "C", "N", "C", "C", "O", "C", "H", "H", "H", "H", "H", "H", "H", "H", "H", "H", "H", "H", "H", "H", "H", "C", "C", "O", "H", "H", "H", "H", "H", "H", "C", "C", "O", "H", "H", "H", "H", "H", "H", "C", "C", "O", "H", "H", "H", "H", "H", "H", "C", "C", "O", "H", "H", "H", "H", "H", "H"], "positions_angstrom": [[1.03, 1.31, 3.75], [2.41, 0.96, 3.76], [3.18, 1.76, 2.90], [4.58, 1.19, 2.84], [4.44, -0.09, 2.24], [5.76, -0.72, 2.12], [5.61, -2.12, 1.50], [5.16, -3.05, 2.51], [6.01, -3.48, 3.64], [0.73, 1.32, 2.70], [0.89, 2.30, 4.20], [0.51, 0.63, 4.42], [3.36, 2.74, 3.34], [2.72, 1.82, 1.91], [5.05, 1.10, 3.82], [5.24, 1.82, 2.24], [3.87, -0.67, 2.84], [6.27, -0.70, 3.08], [6.30, -0.22, 1.31], [6.59, -2.49, 1.18], [4.94, -2.19, 0.64], [6.88, -4.04, 3.31], [5.40, -4.13, 4.26], [6.37, -2.68, 4.29], [1.08, 4.87, 1.86], [1.23, 5.26, 0.43], [1.71, 4.24, -0.38], [1.71, 4.76, -1.82], [0.50, 5.04, -2.53], [-0.21, 3.77, -2.64], [-1.50, 3.88, -3.52], [-2.26, 5.01, -3.16], [-3.36, 5.28, -4.02], [0.77, 5.68, 2.51], [1.99, 4.43, 2.29], [0.34, 4.07, 1.91], [1.09, 3.35, -0.29], [2.70, 4.00, -0.01], [2.22, 4.06, -2.47], [2.27, 5.70, -1.85], [-0.02, 5.72, -2.00], [-0.64, 3.48, -1.68], [0.45, 2.95, -2.90], [-2.14, 3.03, -3.34], [-1.20, 3.98, -4.57], [-2.94, 5.64, -4.96], [-3.92, 6.13, -3.63], [-3.98, 4.39, -4.12], [-0.02, -6.96, 0.50], [-0.62, -5.68, 0.18], [0.20, -4.86, -0.69], [1.36, -4.28, 0.17], [0.86, -3.40, 1.22], [1.88, -3.03, 2.18], [2.15, -4.14, 3.26], [0.94, -4.48, 3.92], [1.16, -5.23, 5.06], [-0.80, -7.72, 0.49], [0.29, -6.93, 1.54], [0.81, -7.27, -0.13], [-0.41, -4.00, -0.97], [0.44, -5.37, -1.62], [2.07, -3.72, -0.45], [1.92, -5.10, 0.60], [0.23, -3.98, 1.77], [1.52, -2.14, 2.68], [2.78, -2.71, 1.65], [2.81, -3.65, 3.98], [2.72, -5.02, 2.95], [1.64, -6.17, 4.79], [0.19, -5.35, 5.53], [1.74, -4.83, 5.89], [-0.69, 0.57, -5.27], [-1.93, 0.57, -4.60], [-2.92, 0.05, -5.45], [-4.34, 0.45, -4.85], [-4.80, -0.43, -3.81], [-3.92, -0.38, -2.64], [-4.36, -1.28, -1.45], [-4.28, -2.69, -1.75], [-2.98, -3.25, -1.78], [0.02, 1.00, -4.56], [-0.64, 1.24, -6.14], [-0.38, -0.45, -5.51], [-2.78, -1.03, -5.51], [-2.86, 0.50, -6.44], [-5.17, 0.25, -5.53], [-4.36, 1.50, -4.59], [-4.69, -1.35, -4.21], [-3.88, 0.60, -2.16], [-2.92, -0.73, -2.90], [-5.36, -0.92, -1.20], [-3.78, -1.04, -0.56], [-2.38, -2.81, -2.58], [-3.06, -4.33, -1.94], [-2.51, -3.16, -0.80], [-4.09, 1.24, 3.91], [-2.77, 0.73, 3.35], [-2.04, 1.78, 2.76], [-4.73, 0.45, 4.30], [-4.67, 1.65, 3.08], [-3.91, 2.10, 4.56], [-2.97, 0.01, 2.55], [-2.21, 0.28, 4.17], [-1.86, 2.46, 3.42], [2.46, -0.28, -2.30], [2.92, -0.43, -0.83], [4.21, 0.08, -0.67], [2.31, 0.77, -2.52], [1.57, -0.90, -2.44], [3.11, -0.77, -3.03], [2.97, -1.48, -0.53], [2.28, 0.02, -0.07], [4.39, 0.06, 0.27], [-0.75, 0.74, -0.78], [-0.81, -0.37, 0.27], [-0.20, -1.50, -0.33], [0.30, 0.91, -1.03], [-1.16, 1.70, -0.45], [-1.22, 0.43, -1.71], [-1.79, -0.58, 0.69], [-0.27, 0.00, 1.14], [0.13, -2.12, 0.33], [-4.44, 3.57, -1.18], [-5.06, 2.73, -0.11], [-4.06, 1.79, 0.26], [-5.14, 4.33, -1.55], [-4.33, 2.96, -2.07], [-3.48, 4.00, -0.93], [-5.93, 2.20, -0.49], [-5.36, 3.29, 0.78], [-3.51, 2.14, 0.96]], "mulliken_charge": [-0.42, -0.48, 0.17, -1.27, 0.22, -0.74, -0.49, -0.20, -0.85, -0.07, 0.46, 0.23, 0.33, -0.04, 0.50, 0.42, 0.05, 0.47, 0.34, 0.53, 0.10, 0.34, 0.24, 0.33, -0.39, -0.45, 0.85, -1.34, -0.25, -0.61, -0.16, -0.41, -0.72, 0.38, 0.16, 0.04, -0.47, 0.43, 0.46, 0.46, 0.34, 0.16, 0.23, -0.04, 0.60, 0.36, 0.24, 0.20, -0.69, -0.41, 0.30, -0.86, -0.11, 0.29, -1.07, -0.34, -0.87, 0.27, 0.17, 0.36, -0.55, 0.40, 0.15, 0.62, 0.34, 0.11, -0.51, 0.54, 0.55, 0.33, 0.29, 0.31, -0.72, 0.10, -0.65, -0.81, -0.33, 0.60, -0.33, -0.52, -0.50, -0.07, 0.33, 0.38, 0.35, 0.56, 0.41, 0.13, 0.35, -0.57, 0.10, 0.39, 0.01, 0.20, 0.37, 0.21, -1.11, -0.09, -0.30, 0.38, 0.14, 0.38, 0.03, 0.38, 0.19, -1.16, 2.10, -0.74, 0.09, 0.19, 0.56, -1.06, -0.29, 0.21, 0.96, 1.35, -0.55, -0.44, 0.28, -0.75, -0.13, -0.80, 0.22, -0.25, -0.78, -0.17, 0.48, -0.31, 0.22, 0.34, 0.45, 0.08]}

no.,largest force on an atom (Eh/bohr),electronic energy (eV)
1,0.114,-8533.5435
2,0.100,-47036.4453
3,0.025,-189180.0817
4,0.114,-8962.3141
5,0.026,-11386.2078
6,0.011,-84131.1227
7,0.064,-65068.8562